Record 1
{
  "formula": "C55H50BeCl5Ge2NS5",
  "method": "ωB97M-V/def2-TZVPD",
  "symbols": ["Be", "Cl", "C", "C", "C", "Cl", "C", "Cl", "C", "Cl", "C", "Cl", "C", "C", "C", "C", "C", "C", "C", "C", "C", "C", "C", "C", "C", "C", "C", "Ge", "S", "S", "Ge", "S", "S", "C", "C", "C", "C", "C", "C", "C", "C", "C", "C", "C", "C", "C", "C", "C", "C", "C", "C", "C", "C", "C", "C", "C", "C", "C", "C", "C", "C", "C", "C", "C", "C", "C", "H", "H", "H", "H", "H", "H", "H", "H", "H", "H", "H", "H", "H", "H", "H", "H", "H", "H", "H", "H", "H", "H", "H", "H", "H", "H", "H", "H", "H", "H", "H", "H", "H", "H", "H", "H", "H", "H", "H", "H", "H", "H", "H", "H", "H", "H", "H", "H", "H", "H", "S", "C", "N"],
  "xyz": [[-2.0883, 1.4106, -2.4451], [-2.1295, -1.8173, -3.4141], [-3.6308, -1.0323, -3.0544], [-3.6168, 0.3312, -2.7671], [-4.8922, 0.8844, -2.5688], [-5.0731, 2.5602, -2.1449], [-6.0763, 0.1493, -2.6609], [-7.6271, 0.9029, -2.4673], [-6.0237, -1.2172, -2.9091], [-7.4759, -2.1590, -2.9725], [-4.7862, -1.8158, -3.1023], [-4.7088, -3.5195, -3.4136], [-7.2390, 2.8438, -0.0007], [-6.1134, 2.1528, 0.7240], [-5.2883, 2.8510, 1.5946], [-4.2412, 2.2262, 2.2594], [-3.3317, 3.0162, 3.1641], [-4.0063, 0.8692, 2.0356], [-4.7950, 0.1575, 1.1279], [-4.4552, -1.2639, 0.7715], [-5.8501, 0.8070, 0.5013], [-3.0005, 0.1561, 2.8897], [-3.5410, -0.3844, 4.0580], [-2.7372, -1.0046, 4.9949], [-1.3747, -1.0592, 4.7652], [-0.8068, -0.5492, 3.5936], [-1.6254, 0.0514, 2.6208], [-0.9876, 0.5639, 0.7893], [-2.3811, 1.7717, -0.3199], [1.0644, 1.5007, 0.5528], [1.0356, 0.1438, -1.3022], [-0.0304, 0.9258, -2.9941], [-0.2395, -1.3708, -0.1684], [2.8930, -0.2904, -1.9370], [3.9949, 0.5534, -1.6925], [5.2127, 0.3260, -2.3396], [5.3735, -0.7271, -3.2189], [4.3023, -1.5702, -3.4476], [3.0717, -1.3584, -2.8290], [2.0350, -2.3942, -3.1277], [1.8342, -3.4419, -2.2241], [2.5379, -3.4593, -0.8900], [0.9930, -4.4910, -2.5820], [0.3517, -4.5195, -3.8112], [-0.5669, -5.6551, -4.1841], [0.5618, -3.4657, -4.6920], [1.3954, -2.4020, -4.3732], [1.6156, -1.2932, -5.3683], [4.0194, 1.7292, -0.7672], [3.7064, 3.0122, -1.2271], [3.1874, 3.2367, -2.6214], [3.8410, 4.0884, -0.3565], [4.2844, 3.9199, 0.9462], [4.3587, 5.0880, 1.8955], [4.6182, 2.6409, 1.3727], [4.4843, 1.5408, 0.5374], [4.7850, 0.1594, 1.0494], [0.6901, -0.6522, 3.6056], [1.3070, -1.9045, 3.4693], [0.5227, -3.1117, 3.0289], [2.6586, -2.0289, 3.7652], [3.4085, -0.9526, 4.2225], [4.8385, -1.1434, 4.6595], [2.7902, 0.2840, 4.3145], [1.4444, 0.4562, 4.0045], [0.8253, 1.8237, 4.1231], [-7.6339, 3.6749, 0.5864], [-8.0499, 2.1470, -0.2173], [-6.8844, 3.2346, -0.9577], [-5.4555, 3.9129, 1.7506], [-3.6956, 4.0375, 3.2812], [-2.3273, 3.0588, 2.7340], [-3.2475, 2.5570, 4.1519], [-4.4082, -1.9072, 1.6530], [-3.4725, -1.2957, 0.2889], [-5.1820, -1.6734, 0.0690], [-6.4744, 0.2534, -0.1944], [-4.6093, -0.2951, 4.2187], [-3.1639, -1.4284, 5.8966], [-0.7164, -1.5013, 5.5052], [6.0341, 1.0056, -2.1412], [6.3230, -0.8935, -3.7147], [4.4061, -2.4197, -4.1139], [3.5881, -3.1830, -0.9958], [2.4767, -4.4505, -0.4385], [2.0793, -2.7459, -0.1989], [0.8235, -5.2973, -1.8749], [-0.8539, -6.2302, -3.3037], [-0.0831, -6.3303, -4.8949], [-1.4776, -5.2744, -4.6487], [0.0440, -3.4580, -5.6466], [0.7980, -1.2640, -6.0883], [2.5532, -1.4402, -5.9118], [1.6567, -0.3244, -4.8697], [3.6493, 2.5580, -3.3388], [3.3664, 4.2645, -2.9392], [2.1090, 3.0556, -2.6605], [3.5738, 5.0816, -0.7038], [4.5780, 6.0162, 1.3661], [5.1249, 4.9294, 2.6563], [3.4015, 5.2171, 2.4080], [4.9777, 2.4930, 2.3868], [5.3597, 0.2109, 1.9728], [5.3418, -0.4291, 0.3198], [3.8506, -0.3713, 1.2583], [-0.2744, -3.3486, 3.7363], [1.1730, -3.9823, 2.9332], [0.0548, -2.9216, 2.0617], [3.1334, -3.0006, 3.6619], [5.3356, -1.9039, 4.0554], [4.8808, -1.4695, 5.7025], [5.4049, -0.2144, 4.5813], [3.3603, 1.1432, 4.6556], [1.4563, 2.4821, 4.7223], [-0.1683, 1.7781, 4.5709], [0.7230, 2.2678, 3.1295], [-2.2877, 4.4076, -5.6802], [-2.2443, 3.4404, -4.3799], [-2.2304, 2.7468, -3.4431]],
  "lowdin_charge": [-0.3139, 0.6801, -0.6787, -0.2003, -0.6394, 0.7554, -0.7001, 0.6979, -0.7270, 0.6240, -0.7160, 0.6230, -0.1345, -0.3005, -0.0230, -0.2626, -0.0352, -0.2315, -0.2392, -0.0108, -0.0411, -0.2114, -0.0404, -0.0736, -0.0508, -0.2025, -0.1871, 0.0337, 0.3894, 0.2644, 0.0323, 0.2955, 0.2287, -0.1812, -0.2111, -0.0503, -0.0752, -0.0422, -0.2195, -0.1480, -0.2192, -0.0466, -0.0134, -0.2827, -0.0554, -0.0447, -0.2195, -0.0476, -0.1880, -0.2207, -0.0242, -0.0171, -0.2771, -0.0608, -0.0233, -0.2364, -0.0215, -0.1341, -0.2075, -0.0421, -0.0183, -0.2911, -0.0671, -0.0181, -0.2145, -0.0396, 0.0690, 0.0348, -0.0096, 0.1119, 0.0712, 0.0756, 0.0762, 0.0797, 0.0667, 0.0766, 0.0837, 0.1209, 0.0953, 0.1191, 0.1201, 0.0952, 0.1191, 0.0790, 0.0730, 0.0280, 0.1109, 0.0699, 0.0723, 0.0726, 0.1167, 0.0795, 0.0772, 0.0353, 0.0788, 0.0753, 0.0608, 0.1155, 0.0687, 0.0671, 0.0796, 0.1080, 0.0651, 0.0766, 0.0848, 0.0742, 0.0719, 0.0273, 0.1107, 0.0726, 0.0731, 0.0656, 0.1113, 0.0734, 0.0783, 0.0344, 0.4141, -0.9322, -0.0218],
  "total_charge": -2,
  "e_above_lowest_kcal_mol": 0.0,
  "e_homo_ev": -2.658,
  "orbital_gap_ev": 6.5
}


Record 2
{
  "formula": "C30H28Br39Cl2N2O7P",
  "method": "ωB97M-V/def2-TZVPD",
  "symbols": ["C", "C", "C", "Cl", "C", "C", "O", "N", "O", "C", "O", "C", "C", "C", "O", "C", "P", "O", "C", "N", "C", "O", "C", "C", "Cl", "C", "C", "C", "O", "H", "H", "H", "H", "H", "H", "H", "H", "H", "H", "H", "H", "H", "H", "H", "C", "Br", "Br", "Br", "H", "C", "Br", "Br", "Br", "H", "C", "Br", "Br", "Br", "H", "C", "Br", "Br", "Br", "H", "C", "Br", "Br", "Br", "H", "C", "Br", "Br", "Br", "H", "C", "Br", "Br", "Br", "H", "C", "Br", "Br", "Br", "H", "C", "Br", "Br", "Br", "H", "C", "Br", "Br", "Br", "H", "C", "Br", "Br", "Br", "H", "C", "Br", "Br", "Br", "H", "C", "Br", "Br", "Br", "H"],
  "xyz": [[-5.6122, 6.9926, -3.8140], [-4.6568, 5.6636, -3.8839], [-4.4902, 5.1595, -2.3567], [-6.0838, 4.4996, -1.6416], [-3.2652, 4.1567, -2.1120], [-3.2819, 2.7470, -2.4258], [-4.4509, 2.1448, -3.0077], [-4.1964, 1.6166, -4.2531], [-3.8949, 2.5449, -4.9555], [-1.9813, 1.8403, -2.0733], [-1.5665, 0.9008, -2.8017], [-1.2253, 2.2780, -0.7031], [-1.1996, 3.8327, -0.3645], [-0.5537, 4.4321, 0.9328], [-0.5482, 5.8056, 1.2723], [0.0945, 3.3826, 1.9327], [0.8566, 4.0172, 3.5655], [1.3841, 5.4677, 3.4775], [0.0821, 1.8362, 1.6007], [0.6831, 0.8867, 2.5961], [1.9887, 0.9119, 2.4752], [3.2267, 0.9091, 2.6489], [-0.5741, 1.2284, 0.2824], [-0.5702, -0.3526, -0.0021], [-2.2526, -1.0335, -0.4037], [0.5580, -0.8208, -1.0570], [0.9363, -2.3827, -0.7329], [-1.9333, 4.8045, -1.4377], [-1.5085, 5.9478, -1.7672], [-5.0026, 7.9593, -4.0070], [-6.4923, 6.8765, -4.5355], [-6.0210, 7.1050, -2.7315], [-5.0786, 4.8408, -4.5566], [-3.6118, 6.0199, -4.2240], [-4.2763, 6.1170, -1.7334], [-1.0619, 6.3487, 0.6280], [1.9374, 3.1896, 4.0217], [-0.2364, 4.0294, 4.5244], [-0.2862, -0.8525, 1.0085], [1.4948, -0.1492, -0.9777], [0.2129, -0.7923, -2.1504], [0.2188, -2.8597, 0.0355], [2.0468, -2.5043, -0.4373], [0.7974, -2.9806, -1.7181], [4.1727, -5.2028, -0.2478], [4.0823, -3.5665, 0.7908], [2.5466, -6.2494, -0.0858], [4.6256, -4.8556, -2.1025], [4.9810, -5.8019, 0.1710], [4.4701, 5.3887, 5.9363], [5.0247, 5.1761, 4.0894], [4.5254, 7.2462, 6.4948], [2.7345, 4.5843, 6.2567], [5.1894, 4.8500, 6.5527], [5.3264, 3.2286, 0.1147], [6.4154, 4.6929, 0.7755], [6.3851, 1.6413, -0.2346], [3.8267, 2.8546, 1.2860], [4.9072, 3.5474, -0.8396], [3.2539, 0.8260, -4.0251], [3.0612, -1.0620, -3.6177], [1.8188, 1.4673, -5.1626], [3.4253, 1.8962, -2.4154], [4.1825, 0.9382, -4.5842], [-6.7819, 2.0917, 1.3295], [-7.4355, 1.2476, 2.9500], [-6.3800, 3.9698, 1.6059], [-5.2703, 1.1346, 0.5764], [-7.5875, 2.0425, 0.5972], [1.0274, -9.1651, 2.2711], [0.8376, -11.0569, 2.6591], [-0.3521, -8.5351, 1.0603], [1.1059, -8.1009, 3.8918], [1.9818, -9.0384, 1.7602], [-5.4199, -1.5953, -6.3949], [-6.0837, -2.4167, -4.7667], [-5.0063, 0.2822, -6.1326], [-3.9125, -2.5699, -7.1320], [-6.2231, -1.6477, -7.1295], [-1.9276, 2.7124, -7.1207], [-0.4438, 3.9628, -7.0761], [-2.8879, 2.7914, -8.8049], [-1.3607, 0.9060, -6.6975], [-2.6256, 3.0180, -6.3413], [5.8155, 10.5771, 4.5525], [6.5692, 11.9566, 5.6907], [4.1731, 11.1636, 3.6996], [7.1062, 9.9240, 3.2592], [5.5585, 9.7365, 5.1983], [-4.6394, -5.8374, -3.1304], [-3.5976, -4.3501, -2.4480], [-3.5459, -7.4161, -3.4096], [-6.1782, -6.2140, -2.0098], [-5.0215, -5.5374, -4.1063], [-0.7418, -12.8589, 6.3374], [-1.2407, -10.9991, 6.0997], [-0.3173, -13.7133, 4.6470], [0.6925, -13.0628, 7.6279], [-1.6122, -13.3731, 6.7442], [0.0127, -17.6271, 3.5910], [-0.9076, -18.4884, 5.0662], [1.9295, -17.5507, 3.8831], [-0.4254, -18.4488, 1.8886], [-0.3447, -16.5983, 3.5498], [9.2229, 3.0577, 3.6601], [7.4357, 2.3037, 3.6423], [9.2086, 4.9323, 4.1618], [10.4319, 2.0223, 4.7700], [9.6017, 3.0037, 2.6396]],
  "lowdin_charge": [-0.1245, -0.2232, -0.5622, 0.5407, -0.0297, -0.0930, -0.0795, -0.1571, -0.0673, -0.1950, 0.0363, 0.0464, 0.0386, -0.1225, 0.0247, -0.1531, 0.6832, -0.5250, -0.1381, 0.1245, -0.2558, -0.0875, -0.0486, -0.5906, 0.5674, -0.2603, -0.1389, -0.2086, 0.0560, 0.0845, 0.0768, 0.0620, 0.1027, 0.1245, 0.1182, 0.1181, -0.0357, 0.0365, 0.1015, 0.0806, 0.0877, 0.0798, -0.0153, 0.0805, -1.5878, 0.5994, 0.5602, 0.5587, -0.0266, -1.5500, 0.5249, 0.5930, 0.6165, -0.0218, -1.5760, 0.5572, 0.5579, 0.7297, -0.0853, -1.5626, 0.5988, 0.5485, 0.6062, -0.0229, -1.6076, 0.5635, 0.5330, 0.5571, -0.0245, -1.6111, 0.5332, 0.5450, 0.5529, -0.0442, -1.5554, 0.5688, 0.7412, 0.5662, -0.0258, -1.5975, 0.5594, 0.5728, 0.5417, -0.0747, -1.6220, 0.5529, 0.5564, 0.5482, -0.0885, -1.6254, 0.5241, 0.5561, 0.5549, -0.0458, -1.5918, 0.5565, 0.5400, 0.5700, -0.0250, -1.6289, 0.5529, 0.5499, 0.5586, -0.0773, -1.6007, 0.5243, 0.5497, 0.5626, -0.0235],
  "e_homo_ev": -9.403,
  "orbital_gap_ev": 7.3
}


Record 3
{
  "formula": "C3H6N4S",
  "method": "ωB97M-V/def2-TZVPD",
  "symbols": ["C", "C", "C", "H", "H", "H", "H", "H", "H", "N", "N", "N", "N", "S"],
  "xyz": [[-1.1155, -0.5664, -0.0667], [-1.2442, 0.8201, 0.3493], [1.3022, -0.2898, -0.1504], [-2.8327, -1.0129, 0.2249], [-2.3376, 1.2339, 0.0344], [-0.9182, 1.0408, 1.4241], [1.8833, 1.7917, 0.4181], [3.3133, -0.8290, 0.2094], [0.3141, -1.8129, -0.8861], [-1.9428, -1.4620, -0.1706], [1.2431, 1.0610, -0.0209], [2.3256, -1.0574, 0.0804], [0.1787, -0.7203, -0.9552], [-0.1693, 1.8032, -0.4906]],
  "lowdin_charge": [-0.4926, -0.5113, -0.6023, 0.0979, 0.1501, 0.1094, 0.1382, 0.0394, 0.1579, 0.1502, -0.2922, 0.0947, 0.0599, 0.9008],
  "e_above_lowest_kcal_mol": 71.6,
  "e_homo_ev": -8.408,
  "orbital_gap_ev": 9.0,
  "smiles": "[H]/N=C1\\NSC/C(=N\\[H])N1"
}


What E_LUMO values result from the calculations? In sequence: 3.79 -2.12 0.56 eV.